# 1
{
  "formula": "C33H56BN13O2Ru",
  "method": "wB97M-V/def2-TZVPD",
  "molar_mass_g_mol": 778.8,
  "s_squared": 8.757,
  "orbital_gap_ev": [9.0544, 6.9812],
  "spin_multiplicity": 6,
  "total_charge": 1,
  "elements": ["Ru", "C", "C", "C", "C", "N", "N", "B", "N", "N", "C", "C", "C", "C", "C", "C", "C", "C", "N", "N", "C", "C", "C", "C", "C", "C", "C", "C", "C", "C", "C", "C", "H", "H", "H", "H", "H", "H", "H", "H", "H", "H", "H", "H", "H", "H", "H", "H", "H", "H", "H", "H", "H", "H", "H", "H", "H", "H", "H", "H", "H", "H", "H", "H", "H", "H", "H", "H", "H", "H", "H", "H", "C", "N", "C", "C", "N", "N", "C", "N", "N", "H", "H", "H", "H", "H", "H", "H", "H", "H", "H", "H", "C", "N", "C", "C", "C", "O", "N", "C", "O", "H", "H", "H", "H", "H"],
  "coordinates": [[-0.230, -0.335, 0.111], [3.345, 3.579, 2.033], [2.970, 2.170, 1.694], [3.725, 1.023, 1.832], [2.914, -0.036, 1.397], [1.737, 0.461, 1.004], [1.779, 1.807, 1.183], [0.560, 2.707, 0.869], [0.251, 2.683, -0.650], [-0.517, 1.707, -1.215], [-0.778, 2.082, -2.464], [-0.150, 3.317, -2.716], [0.483, 3.669, -1.544], [1.278, 4.899, -1.242], [-1.649, 1.324, -3.445], [-2.467, 2.340, -4.254], [-0.759, 0.513, -4.403], [-2.622, 0.392, -2.724], [-0.695, 2.242, 1.652], [-1.500, 1.233, 1.213], [-2.576, 1.199, 1.997], [-2.450, 2.195, 2.978], [-1.252, 2.829, 2.729], [-0.622, 3.969, 3.458], [-3.801, 0.323, 1.805], [-4.067, -0.443, 3.110], [-3.694, -0.668, 0.625], [-4.990, 1.263, 1.536], [3.283, -1.505, 1.474], [3.028, -1.990, 2.912], [2.494, -2.376, 0.497], [4.775, -1.662, 1.157], [4.364, 3.594, 2.417], [3.298, 4.232, 1.161], [2.685, 3.999, 2.792], [4.729, 0.965, 2.221], [0.841, 3.823, 1.191], [-0.185, 3.900, -3.624], [1.323, 5.525, -2.131], [0.829, 5.480, -0.435], [2.300, 4.653, -0.944], [-1.834, 2.950, -4.903], [-3.183, 1.811, -4.888], [-3.022, 3.006, -3.591], [-0.029, 1.157, -4.901], [-0.223, -0.266, -3.853], [-1.372, 0.031, -5.171], [-3.337, 0.968, -2.130], [-3.177, -0.203, -3.454], [-2.098, -0.300, -2.072], [-3.153, 2.440, 3.760], [-1.251, 4.252, 4.300], [0.363, 3.694, 3.842], [-0.500, 4.839, 2.812], [-3.241, -1.118, 3.345], [-4.195, 0.240, 3.952], [-4.982, -1.035, 3.011], [-3.908, -1.690, 0.944], [-4.394, -0.413, -0.172], [-2.713, -0.681, 0.170], [-5.146, 1.950, 2.371], [-4.817, 1.857, 0.635], [-5.904, 0.679, 1.397], [1.979, -1.872, 3.182], [3.305, -3.044, 3.007], [3.625, -1.414, 3.623], [1.417, -2.260, 0.617], [2.762, -2.149, -0.537], [2.717, -3.429, 0.690], [5.399, -1.204, 1.927], [5.031, -2.725, 1.114], [5.026, -1.208, 0.194], [3.544, 0.657, -3.151], [2.810, -0.573, -3.409], [3.005, -1.256, -4.688], [1.806, -0.912, -2.562], [1.348, -0.163, -1.627], [1.282, -2.180, -2.756], [0.171, -2.697, -2.119], [-0.038, -4.019, -2.318], [-0.626, -1.972, -1.416], [4.485, 0.622, -3.692], [3.777, 0.743, -2.089], [2.988, 1.545, -3.467], [3.622, -2.155, -4.594], [3.516, -0.580, -5.368], [2.051, -1.516, -5.149], [1.753, 0.763, -1.613], [1.816, -2.811, -3.326], [0.662, -4.601, -2.739], [-0.702, -4.455, -1.688], [-1.351, -2.565, -1.020], [-2.555, -5.633, 2.140], [-1.884, -4.339, 2.285], [-1.591, -3.826, 3.516], [-1.002, -2.628, 3.675], [-0.699, -1.892, 2.481], [-0.191, -0.744, 2.469], [-0.961, -2.427, 1.272], [-1.552, -3.638, 1.125], [-1.810, -4.155, 0.027], [-2.543, -6.140, 3.101], [-2.040, -6.236, 1.402], [-3.584, -5.499, 1.813], [-1.866, -4.446, 4.359], [-0.770, -2.219, 4.647]]
}

# 2
{
  "formula": "C33H56IN2O8S",
  "method": "wB97M-V/def2-TZVPD",
  "molar_mass_g_mol": 767.8,
  "orbital_gap_ev": 5.5545,
  "spin_multiplicity": 1,
  "total_charge": 1,
  "elements": ["C", "C", "C", "C", "C", "C", "C", "C", "C", "C", "N", "C", "C", "C", "C", "C", "I", "C", "C", "O", "O", "C", "S", "C", "C", "C", "N", "H", "H", "H", "H", "H", "H", "H", "H", "H", "H", "H", "H", "H", "H", "H", "H", "H", "H", "H", "H", "H", "H", "H", "H", "H", "H", "H", "H", "H", "H", "H", "H", "O", "C", "O", "C", "C", "C", "H", "H", "H", "H", "H", "H", "H", "H", "O", "C", "O", "C", "C", "C", "H", "H", "H", "H", "H", "H", "H", "H", "O", "C", "O", "C", "C", "C", "H", "H", "H", "H", "H", "H", "H", "H"],
  "coordinates": [[4.246, -1.876, 0.069], [3.566, -1.425, -1.279], [3.319, 0.119, -1.406], [3.185, -2.313, -2.252], [2.491, -3.694, -1.930], [1.108, -3.872, -2.668], [-0.175, -3.370, -1.876], [0.170, -2.473, -0.628], [-1.070, -4.638, -1.564], [-2.626, -4.345, -1.484], [-2.902, -3.261, -0.485], [-3.304, -2.056, -1.021], [-3.582, -0.885, -0.228], [-4.008, 0.488, -0.847], [-3.921, 0.522, -2.415], [-2.461, 0.284, -2.969], [-1.606, 2.018, -3.963], [-3.426, -0.962, 1.238], [-3.668, 0.285, 2.166], [-3.110, 1.305, 1.865], [-4.447, 0.290, 3.320], [-2.985, -2.292, 1.763], [-2.754, -2.391, 3.561], [-2.726, -3.436, 0.875], [-2.265, -4.801, 1.445], [-3.240, -5.381, 2.548], [-2.655, -5.823, 3.593], [3.521, -1.806, 0.926], [4.630, -2.910, -0.099], [5.141, -1.215, 0.223], [4.286, 0.683, -1.251], [2.912, 0.395, -2.414], [2.606, 0.494, -0.631], [3.340, -2.065, -3.328], [3.184, -4.472, -2.374], [2.467, -3.915, -0.834], [1.049, -4.958, -2.962], [1.166, -3.314, -3.645], [-0.774, -2.729, -2.592], [-0.710, -1.938, -0.186], [0.652, -3.142, 0.140], [0.892, -1.664, -0.929], [-0.678, -5.205, -0.684], [-0.954, -5.328, -2.449], [-3.020, -4.023, -2.482], [-3.216, -5.230, -1.139], [-3.419, -1.947, -2.125], [-5.060, 0.718, -0.542], [-3.364, 1.320, -0.449], [-4.219, 1.560, -2.730], [-4.652, -0.202, -2.874], [-1.727, -0.045, -2.193], [-2.528, -0.536, -3.735], [-3.880, 0.735, 3.999], [-1.745, -3.330, 3.682], [-2.150, -5.609, 0.686], [-1.250, -4.633, 1.903], [-4.347, -5.360, 2.411], [-3.394, -6.158, 4.227], [0.514, 1.765, -0.101], [0.763, 2.925, -0.342], [2.031, 3.347, -0.348], [2.451, 4.639, -0.830], [2.367, 5.684, 0.263], [-0.344, 3.925, -0.540], [1.897, 4.924, -1.724], [3.482, 4.524, -1.132], [1.340, 5.827, 0.605], [2.749, 6.641, -0.093], [2.951, 5.373, 1.132], [-0.638, 4.329, 0.429], [-1.193, 3.404, -0.982], [-0.093, 4.735, -1.221], [4.078, 5.033, -2.906], [4.120, 4.051, -3.604], [5.268, 3.365, -3.723], [5.375, 2.078, -4.346], [5.585, 2.208, -5.841], [2.930, 3.627, -4.426], [4.518, 1.448, -4.097], [6.248, 1.600, -3.900], [4.734, 2.690, -6.325], [5.730, 1.227, -6.295], [6.461, 2.825, -6.049], [2.957, 4.141, -5.387], [2.024, 3.917, -3.893], [2.865, 2.552, -4.580], [-1.208, 3.955, 8.856], [-1.588, 3.006, 8.228], [-0.744, 2.383, 7.375], [-1.022, 1.131, 6.746], [-1.790, 1.328, 5.454], [-3.023, 2.549, 8.296], [-1.527, 0.448, 7.432], [-0.053, 0.683, 6.523], [-2.765, 1.786, 5.642], [-1.954, 0.390, 4.933], [-1.244, 2.001, 4.789], [-3.610, 3.097, 7.559], [-3.405, 2.772, 9.292], [-3.149, 1.478, 8.152]]
}

# 3
{
  "formula": "C33H56N4O6",
  "method": "wB97M-V/def2-TZVPD",
  "molar_mass_g_mol": 604.8,
  "s_squared": 2.010,
  "orbital_gap_ev": [8.4109, 8.9752],
  "spin_multiplicity": 3,
  "elements": ["C", "C", "C", "C", "C", "C", "N", "C", "C", "O", "C", "C", "C", "N", "C", "C", "O", "O", "C", "C", "O", "H", "H", "H", "H", "H", "H", "H", "H", "H", "H", "H", "H", "H", "H", "H", "H", "H", "H", "H", "H", "C", "C", "C", "C", "C", "C", "N", "O", "C", "C", "C", "H", "H", "H", "H", "H", "H", "H", "H", "H", "H", "H", "H", "H", "H", "H", "H", "H", "H", "C", "C", "C", "C", "C", "C", "N", "O", "C", "C", "C", "H", "H", "H", "H", "H", "H", "H", "H", "H", "H", "H", "H", "H", "H", "H", "H", "H", "H"],
  "coordinates": [[4.367, 0.553, -0.783], [4.640, -0.168, -2.225], [3.431, -1.187, -2.729], [2.136, -0.254, -3.079], [3.192, -2.501, -1.819], [4.607, -2.826, -0.986], [5.758, -2.838, -0.345], [3.058, -3.785, -2.885], [4.534, -4.512, -3.167], [5.364, -4.147, -4.147], [1.909, -2.555, -0.834], [1.665, -1.276, 0.149], [0.448, -2.813, -1.612], [-0.589, -2.739, -2.420], [2.048, -3.890, 0.165], [2.609, -3.560, 1.659], [1.734, -3.276, 2.665], [4.040, -3.594, 2.085], [4.456, -5.030, 1.954], [6.027, -5.507, 1.719], [3.554, -6.048, 2.025], [3.263, 0.886, -0.590], [5.012, 1.558, -0.784], [4.813, -0.078, 0.127], [4.646, 0.711, -3.034], [5.724, -0.658, -2.325], [3.825, -1.577, -3.790], [1.172, -0.843, -3.424], [2.451, 0.382, -4.041], [1.896, 0.580, -2.260], [2.631, -3.425, -3.928], [2.360, -4.636, -2.496], [4.857, -5.437, -2.488], [0.797, -1.590, 0.907], [1.234, -0.307, -0.391], [2.589, -0.922, 0.771], [0.959, -4.358, 0.304], [2.704, -4.741, -0.294], [6.673, -5.172, 2.652], [6.079, -6.700, 1.699], [6.487, -5.148, 0.705], [-3.680, 3.433, -3.995], [-2.126, 3.453, -3.980], [-1.584, 1.998, -3.992], [-1.742, 1.282, -2.653], [-1.147, 2.106, -1.515], [-1.686, 3.559, -1.464], [-1.638, 4.245, -2.799], [-0.298, 4.593, -3.048], [-3.140, 3.561, -0.923], [-0.897, 4.337, -0.359], [-1.762, 4.125, -5.346], [-4.094, 4.394, -3.670], [-4.070, 3.249, -5.004], [-4.109, 2.641, -3.380], [-0.519, 1.999, -4.259], [-2.091, 1.413, -4.770], [-2.797, 1.066, -2.455], [-1.237, 0.310, -2.700], [-1.345, 1.595, -0.565], [-0.055, 2.116, -1.631], [-3.579, 4.564, -0.974], [-3.168, 3.252, 0.132], [-3.803, 2.869, -1.435], [0.187, 4.338, -0.531], [-1.046, 3.879, 0.627], [-1.235, 5.378, -0.290], [-2.127, 5.158, -5.388], [-2.215, 3.580, -6.184], [-0.683, 4.132, -5.541], [-1.336, -1.120, 4.438], [-1.515, 0.410, 4.237], [-2.127, 1.038, 5.519], [-3.611, 0.730, 5.696], [-4.401, 1.099, 4.443], [-3.827, 0.469, 3.148], [-2.346, 0.669, 3.011], [-2.133, 2.007, 2.631], [-4.159, -1.046, 3.110], [-4.627, 1.037, 1.929], [-0.046, 0.929, 4.089], [-1.216, -1.637, 3.479], [-0.440, -1.346, 5.030], [-2.157, -1.585, 4.986], [-2.001, 2.128, 5.497], [-1.583, 0.688, 6.407], [-3.759, -0.327, 5.940], [-4.000, 1.296, 6.550], [-5.447, 0.796, 4.580], [-4.414, 2.194, 4.353], [-3.677, -1.535, 2.256], [-5.241, -1.209, 3.002], [-3.884, -1.583, 4.013], [-4.590, 2.132, 1.869], [-5.690, 0.773, 1.999], [-4.250, 0.628, 0.983], [0.432, 0.509, 3.195], [0.562, 0.638, 4.955], [0.015, 2.021, 4.032]]
}

# 4
{
  "formula": "C33H57BeClN2O2Si",
  "method": "wB97M-V/def2-TZVPD",
  "molar_mass_g_mol": 586.4,
  "orbital_gap_ev": 6.7741,
  "spin_multiplicity": 1,
  "elements": ["O", "O", "C", "C", "H", "H", "H", "H", "H", "C", "C", "H", "H", "H", "H", "H", "C", "C", "C", "H", "H", "H", "H", "H", "C", "H", "H", "H", "H", "H", "H", "N", "C", "C", "C", "C", "H", "H", "H", "C", "H", "H", "H", "N", "C", "C", "C", "C", "H", "C", "H", "C", "H", "C", "C", "C", "C", "C", "C", "H", "C", "H", "C", "H", "C", "C", "Be", "H", "H", "H", "H", "H", "H", "H", "H", "H", "H", "H", "H", "H", "C", "Si", "H", "H", "C", "C", "C", "H", "H", "H", "H", "H", "H", "H", "H", "H", "Cl"],
  "coordinates": [[0.574, -2.562, -2.606], [-1.158, -1.756, -4.592], [1.922, -2.661, -3.337], [2.810, -3.324, -2.330], [2.169, -1.627, -3.575], [1.722, -3.239, -4.248], [2.790, -2.799, -1.365], [3.846, -3.323, -2.680], [2.502, -4.361, -2.168], [-0.168, -3.884, -2.437], [-0.155, -4.775, -3.646], [-1.175, -3.570, -2.153], [0.349, -4.325, -1.583], [-0.637, -4.356, -4.536], [-0.736, -5.663, -3.382], [0.847, -5.121, -3.912], [-2.568, -1.716, -4.322], [-0.669, -1.214, -5.831], [-3.265, -3.001, -4.696], [-3.032, -0.846, -4.810], [-2.646, -1.566, -3.235], [-3.222, -3.194, -5.772], [-4.319, -2.916, -4.425], [-2.849, -3.858, -4.161], [-1.003, -2.052, -7.041], [0.418, -1.180, -5.697], [-1.023, -0.181, -5.955], [-0.711, -3.097, -6.911], [-0.448, -1.654, -7.895], [-2.066, -1.996, -7.295], [0.001, -1.834, -2.934], [1.459, 1.112, 0.887], [1.409, 2.374, 1.310], [0.274, 3.179, 1.144], [-1.000, 2.741, 0.797], [2.617, 3.022, 1.946], [3.441, 3.128, 1.227], [2.980, 2.466, 2.819], [2.336, 4.027, 2.286], [-2.112, 3.759, 0.725], [-2.866, 3.607, 1.509], [-2.619, 3.737, -0.249], [-1.680, 4.758, 0.865], [-1.271, 1.442, 0.594], [2.596, 0.290, 1.156], [3.632, 0.207, 0.205], [3.581, 0.936, -1.101], [4.769, -0.549, 0.488], [5.554, -0.608, -0.268], [4.914, -1.207, 1.706], [5.815, -1.783, 1.912], [3.910, -1.087, 2.664], [4.014, -1.578, 3.635], [2.757, -0.346, 2.404], [1.706, -0.255, 3.462], [-2.509, 0.899, 0.996], [-3.530, 0.693, 0.053], [-3.294, 0.995, -1.390], [-4.798, 0.287, 0.478], [-5.581, 0.163, -0.266], [-5.051, 0.041, 1.828], [-6.041, -0.279, 2.146], [-4.041, 0.232, 2.765], [-4.213, 0.047, 3.823], [-2.774, 0.667, 2.362], [-1.709, 0.908, 3.385], [0.078, 0.548, 0.007], [3.492, 0.229, -1.939], [4.502, 1.517, -1.258], [2.737, 1.627, -1.147], [1.378, 0.781, 3.607], [2.107, -0.617, 4.417], [0.840, -0.877, 3.203], [-3.923, 0.357, -2.027], [-2.243, 0.830, -1.668], [-3.542, 2.044, -1.633], [-0.761, 0.452, 3.071], [-2.005, 0.470, 4.347], [-1.533, 1.983, 3.548], [0.387, 4.231, 1.377], [0.261, 0.480, -1.888], [0.422, 2.047, -2.901], [1.180, -0.135, -1.939], [-0.560, -0.156, -2.263], [1.665, 1.785, -4.309], [1.067, 3.601, -2.045], [-1.226, 2.592, -3.642], [-1.805, 1.760, -4.067], [-1.048, 3.321, -4.450], [-1.848, 3.098, -2.886], [2.611, 1.354, -3.949], [1.914, 2.753, -4.769], [1.275, 1.134, -5.105], [1.928, 3.423, -1.390], [0.275, 4.084, -1.459], [1.389, 4.308, -2.832], [-0.211, -1.307, 0.503]]
}